Record 1
# C20H39CoN4O4

A molecular structure, C20H39CoN4O4 in a non-equilibrium geometry (wB97M-V/def2-TZVPD, OMol25).

Each line ends with the natural charge from an NBO analysis.
CARTESIAN COORDINATES (ANGSTROEM)
Co  -0.049  -0.348  -0.201  1.34
O  -2.592  -2.643  -1.800  -0.49
O  -0.453  -0.384  1.556  -0.78
O  0.262  -0.692  3.641  -0.50
O  -0.739  -1.872  -0.827  -0.66
N  -1.832  0.537  -0.527  -0.42
N  0.353  2.129  0.974  -0.63
N  0.509  0.286  -2.041  -0.65
N  1.902  -0.450  0.484  -0.49
C  -2.723  -0.667  -0.405  -0.36
C  2.787  -1.311  -0.451  -0.02
C  2.164  -1.552  -1.824  -0.47
C  -2.063  -1.836  -1.103  0.75
C  0.110  4.592  0.940  -0.64
C  -0.569  3.285  1.325  0.18
C  -1.818  0.970  -1.969  -0.25
C  1.708  -0.417  -2.731  0.17
C  1.782  -1.137  1.809  -0.36
C  0.487  -0.741  2.473  0.77
C  -0.849  3.231  2.821  -0.66
C  2.488  0.913  0.702  -0.25
C  1.699  1.897  1.571  -0.25
C  -0.785  0.227  -2.790  -0.25
C  -2.509  1.672  0.303  -0.04
C  -1.777  3.039  0.387  -0.45
C  1.309  -1.050  -4.068  -0.64
C  2.754  0.655  -3.025  -0.65
C  4.258  -0.917  -0.442  -0.65
C  -3.061  1.218  1.657  -0.66
H  -2.555  3.743  0.687  0.27
H  2.381  1.345  -3.785  0.23
H  1.554  1.558  2.596  0.26
H  0.028  3.550  3.385  0.24
H  -1.140  2.240  3.168  0.24
H  0.438  4.591  -0.103  0.21
H  -3.372  2.104  2.208  0.24
H  -0.707  0.696  -3.770  0.24
H  0.602  -1.871  -3.947  0.24
H  -1.477  3.380  -0.607  0.22
H  0.462  2.167  -0.040  0.41
H  3.657  0.195  -3.426  0.26
H  -2.801  -0.926  0.648  0.27
H  1.741  -2.213  1.641  0.27
H  4.815  -1.685  -0.977  0.26
H  -2.350  0.665  2.263  0.25
H  1.305  -2.214  -1.693  0.26
H  3.052  1.243  -2.157  0.19
H  -1.620  2.038  -2.003  0.21
H  0.908  -0.325  -4.774  0.23
H  2.671  1.366  -0.269  0.22
H  2.212  -1.463  -4.517  0.25
H  4.470  0.034  -0.928  0.21
H  2.638  -0.929  2.453  0.24
H  -1.656  3.924  3.057  0.26
H  -3.952  0.608  1.535  0.24
H  -0.603  5.408  1.057  0.27
H  4.664  -0.889  0.570  0.23
H  2.740  -2.296  0.009  0.23
H  2.245  2.838  1.598  0.26
H  -0.195  1.281  1.213  0.49
H  -3.383  1.887  -0.320  0.23
H  2.885  -2.156  -2.379  0.26
H  0.754  1.276  -2.041  0.38
H  3.459  0.795  1.184  0.25
H  -1.045  -0.813  -2.947  0.25
H  -3.714  -0.462  -0.811  0.24
H  0.961  4.814  1.583  0.24
H  -2.809  0.821  -2.404  0.25

Calculated values
total charge = +2
Kohn-Sham gap (spin up / spin down) = 8.246 / 8.253 eV
ΔE to the lowest compared entry with this formula, charge and spin = 3.8 kcal/mol



Record 2
# C15H35N6O5S

4 unconnected molecules or ions with the total composition C15H35N6O5S in a non-equilibrium geometry (wB97M-V/def2-TZVPD, OMol25).

Each line ends with the natural charge from an NBO analysis.
CARTESIAN COORDINATES (ANGSTROEM)
S  -1.492  -3.929  -5.582  0.26
O  3.248  4.830  0.615  -0.66
O  -4.416  -0.896  -2.896  -0.60
O  0.011  -0.914  0.257  -0.71
O  -0.321  -2.057  5.023  -0.63
O  -3.505  -0.630  -0.859  -0.52
N  -1.349  -2.758  -4.371  -0.63
N  0.828  1.178  0.341  -0.60
N  -2.132  -2.255  3.718  -0.62
N  -0.735  -0.895  -5.668  -0.74
N  5.472  5.109  0.718  -0.61
N  0.671  -1.640  -3.987  -0.71
C  -2.160  -2.810  -3.132  -0.22
C  -2.658  -1.785  -0.890  -0.07
C  -1.671  -1.842  -2.062  -0.46
C  -3.997  -0.166  -2.038  0.81
C  -0.461  -1.757  -4.667  0.74
C  0.489  0.011  0.921  0.69
C  -0.826  -4.265  4.248  -0.72
C  1.392  2.369  0.960  -0.42
C  -3.089  -2.932  2.875  -0.41
C  6.754  5.313  1.363  -0.41
C  4.179  5.090  2.802  -0.72
C  -1.060  -2.777  4.374  0.68
C  4.251  4.997  1.295  0.68
C  0.712  -0.124  2.406  -0.72
C  -3.959  1.329  -2.105  -0.72
H  0.655  1.211  -0.651  0.38
H  -4.379  1.746  -1.190  0.25
H  0.395  -1.110  2.722  0.26
H  -3.202  -2.630  -3.391  0.25
H  -2.866  -3.992  2.806  0.21
H  -2.090  -1.741  0.031  0.24
H  4.766  4.302  3.275  0.23
H  -3.077  -2.518  1.866  0.19
H  4.551  6.053  3.155  0.23
H  -0.735  -2.221  -1.647  0.23
H  0.142  0.624  2.957  0.24
H  6.627  5.365  2.439  0.21
H  -4.502  1.685  -2.973  0.24
H  -4.104  -2.825  3.262  0.20
H  -0.928  -1.283  -6.585  0.44
H  -2.241  -1.262  3.852  0.40
H  3.138  4.987  3.095  0.24
H  -1.672  -4.831  4.639  0.23
H  2.357  2.618  0.526  0.23
H  5.452  5.049  -0.288  0.40
H  0.062  -4.511  4.823  0.25
H  -2.712  -3.596  -6.051  0.11
H  7.437  4.493  1.139  0.20
H  -2.918  1.654  -2.133  0.23
H  1.519  2.207  2.026  0.21
H  0.667  -1.776  -2.980  0.44
H  -1.468  -0.835  -2.440  0.21
H  1.309  -0.911  -4.283  0.41
H  -0.670  -4.551  3.207  0.22
H  1.766  0.002  2.655  0.24
H  7.214  6.244  1.028  0.20
H  0.732  3.223  0.816  0.21
H  -3.251  -2.705  -0.869  0.18
H  -0.073  -0.131  -5.750  0.40
H  -2.080  -3.829  -2.750  0.21

Calculated values
total charge = +1
Kohn-Sham gap = 7.573 eV